A 5-piece molecular cluster, C26H58BrF2NO15S overall, computed with ωB97M-V/def2-TZVPD.

The geometry in XYZ format:
```
104
Properties=species:S:1:pos:R:3:mulliken_charge:R:1
O 4.2990 0.8810 4.3349 -0.43
C 3.9969 1.3383 3.2927 0.38
Br 3.4800 3.1940 3.1041 -0.16
C 3.8009 0.5679 1.9956 -0.06
N 4.7919 -0.4986 1.8292 -0.04
F 4.3522 -1.2194 0.7060 -0.18
S 6.3540 -0.0001 1.4403 1.24
O 6.7313 0.9275 2.4306 -0.52
O 7.1055 -1.1253 1.0713 -0.53
F 6.0563 0.8118 0.1363 -0.21
H 3.7373 1.2205 1.1269 0.49
H 2.8360 0.0695 2.1043 0.01
C 3.4464 -0.1346 -5.1270 -0.84
O 2.6997 -0.9479 -4.2489 -0.29
C 3.1989 -0.9455 -2.9262 -0.71
C 2.0958 -1.1613 -1.9162 -0.16
O 1.2641 -0.0303 -1.7019 -0.32
C 0.3084 0.2869 -2.7051 -0.62
C -0.8572 -0.6712 -2.8063 0.15
O -0.4866 -1.8538 -3.4887 -0.28
C -1.3184 -2.9476 -3.1822 -0.69
H 4.4652 -0.5148 -5.2609 0.38
H 2.9445 -0.1422 -6.0919 0.27
H 3.4968 0.8981 -4.7619 0.37
H 3.7044 0.0035 -2.7080 0.34
H 3.9298 -1.7586 -2.8134 0.38
H 2.5771 -1.3323 -0.9507 0.25
H 1.5124 -2.0520 -2.1602 0.19
H 0.7838 0.4020 -3.6815 0.19
H -0.0909 1.2585 -2.4060 0.43
H -1.6662 -0.1721 -3.3580 0.48
H -1.2264 -0.9115 -1.8020 -0.26
H -1.3278 -3.1502 -2.1042 0.21
H -0.9163 -3.8173 -3.6980 0.27
H -2.3487 -2.7801 -3.5183 0.33
C -0.2805 -1.3657 1.1501 -0.65
O -1.5454 -1.3780 1.7730 -0.43
C -2.5599 -1.9457 0.9668 -0.21
C -3.6234 -2.6163 1.8060 -0.50
O -3.2266 -3.8571 2.3624 -0.45
C -2.3973 -3.8335 3.5127 -0.33
C -3.1086 -3.4472 4.7892 -0.55
O -3.3077 -2.0485 4.8592 -0.28
C -4.3660 -1.6881 5.7191 -0.66
H -0.2582 -0.7184 0.2699 0.30
H 0.4323 -0.9855 1.8815 0.20
H 0.0254 -2.3781 0.8562 0.36
H -2.1334 -2.6837 0.2760 0.09
H -3.0368 -1.1527 0.3726 0.39
H -4.4518 -2.8615 1.1368 0.43
H -3.9968 -1.9320 2.5711 0.17
H -1.5193 -3.2013 3.3611 0.12
H -2.0575 -4.8648 3.6289 0.40
H -2.4942 -3.7699 5.6419 0.42
H -4.0702 -3.9733 4.8386 0.32
H -5.3035 -2.1693 5.4173 0.33
H -4.4930 -0.6099 5.6527 0.05
H -4.1493 -1.9522 6.7600 0.38
C -5.9281 3.1398 10.4745 -0.78
O -6.5925 2.8844 9.2592 -0.28
C -5.7138 2.5603 8.1976 -0.62
C -6.3677 1.6270 7.2050 -0.40
O -6.4863 0.2868 7.6527 -0.30
C -7.4960 -0.0113 8.6029 -0.42
C -8.9030 0.0079 8.0511 -0.57
O -9.3807 1.3328 7.9116 -0.27
C -10.4228 1.4433 6.9715 -0.77
H -5.2969 4.0338 10.4111 0.33
H -6.6909 3.3018 11.2338 0.23
H -5.3048 2.2890 10.7735 0.34
H -4.8013 2.0911 8.5837 0.34
H -5.4303 3.4812 7.6692 0.41
H -5.7083 1.5738 6.3350 0.39
H -7.3291 2.0259 6.8740 0.18
H -7.4218 0.6327 9.4820 0.17
H -7.2852 -1.0362 8.9158 0.40
H -9.5560 -0.5413 8.7438 0.43
H -8.9168 -0.5071 7.0823 0.33
H -10.1125 1.0699 5.9883 0.33
H -10.6718 2.4991 6.8837 0.24
H -11.3161 0.8938 7.2914 0.32
C 6.8334 0.0794 -11.9048 -0.77
O 6.4980 1.1027 -10.9971 -0.28
C 5.1489 1.0542 -10.5709 -0.59
C 4.9931 1.5952 -9.1684 -0.41
O 5.4535 0.7220 -8.1504 -0.36
C 6.8533 0.6134 -7.9511 -0.43
C 7.4934 1.8243 -7.3120 -0.56
O 7.6774 2.8646 -8.2535 -0.27
C 7.7826 4.1340 -7.6540 -0.77
H 6.2855 0.1798 -12.8490 0.33
H 7.8996 0.1615 -12.1073 0.23
H 6.6278 -0.9108 -11.4816 0.34
H 4.7730 0.0248 -10.6022 0.36
H 4.5346 1.6659 -11.2462 0.39
H 3.9212 1.6989 -8.9830 0.39
H 5.4468 2.5851 -9.0835 0.19
H 7.3710 0.3512 -8.8764 0.16
H 6.9678 -0.2188 -7.2528 0.42
H 8.4703 1.5273 -6.9051 0.43
H 6.8638 2.1681 -6.4814 0.33
H 6.9014 4.3585 -7.0411 0.33
H 7.8498 4.8680 -8.4546 0.24
H 8.6779 4.2118 -7.0257 0.32
```

Summary:
maximum force = 0.402 eV/A
energy above the lowest of the compared OMol25 structures with the same formula, charge and spin = 0.0 kcal per mole
Kohn-Sham gap = 9.398 eV
SMILES string = O=C(Br)CN(F)S(=O)(=O)F.COCCOCCOC.COCCOCCOC.COCCOCCOC.COCCOCCOC
E = -146408.1752 eV